Computed, not measured: a gas-phase ion, C5H8F3O4SSi (charge -1), with ωB97M-V/def2-TZVPD.

Summary:
* E_HOMO: -5.46 eV
* HOMO-LUMO gap: 0.3295 Eh
* total charge: -1
* energy above the lowest of the compared OMol25 structures with the same formula, charge and spin: 0.0 kcal per mole
* 2S+1: 1
* SMILES: O=S(=O)([O-])[Si@]1(C(F)(F)F)CCCCO1

Geometry (Å):
O  2.113  -2.520  -1.115
S  1.455  -2.300  0.148
O  0.062  -2.740  0.258
O  2.372  -2.662  1.274
Si  1.064  -0.119  0.113
C  2.177  1.454  0.287
F  3.163  1.573  -0.648
F  2.630  1.510  1.569
F  1.527  2.626  0.214
C  -0.301  0.327  1.363
C  -1.662  0.074  0.742
C  -1.958  0.486  -0.695
C  -0.986  0.013  -1.713
O  0.256  0.377  -1.291
H  -0.182  1.446  1.436
H  -0.108  -0.177  2.254
H  -2.575  0.429  1.287
H  -1.986  -0.997  0.766
H  -3.083  0.216  -1.043
H  -1.889  1.534  -0.694
H  -0.871  -1.074  -1.863
H  -1.219  0.523  -2.649

---

Computed, not measured: 5 unconnected molecules or ions with the total composition C36H74BF3O4SSi, with ωB97M-V/def2-TZVPD.

Summary:
* E_HOMO: -8.97 eV
* HOMO-LUMO gap: 0.3408 Eh
* 2S+1: 1
* SMILES: C[Si](C)(CCCCCCCCB(CCCS)C(F)(F)F)c1ccccc1.CCOCC.CCOCC.CCOCC.CCOCC

Geometry (Å):
C  -5.821  2.090  1.165
Si  -4.584  0.769  1.695
C  -3.132  1.525  2.605
C  -4.023  -0.189  0.154
C  -2.706  0.323  -0.470
C  -2.665  0.194  -2.015
C  -1.605  -0.790  -2.517
C  -0.272  -0.128  -2.895
C  0.877  -1.143  -2.796
C  2.138  -0.655  -3.488
C  3.328  -1.628  -3.385
B  3.554  -2.270  -1.974
C  4.158  -1.600  -0.700
C  4.096  -0.063  -0.579
C  5.451  0.647  -0.770
S  5.774  1.285  -2.440
C  3.148  -3.833  -1.800
F  3.706  -4.443  -0.740
F  1.811  -3.931  -1.618
F  3.445  -4.602  -2.857
C  -5.431  -0.477  2.838
C  -6.216  -1.486  2.249
C  -6.867  -2.446  3.026
C  -6.733  -2.407  4.411
C  -5.967  -1.407  5.015
C  -5.323  -0.446  4.232
H  -6.535  1.617  0.498
H  -6.338  2.479  2.036
H  -5.297  2.881  0.635
H  -3.499  2.041  3.492
H  -2.603  2.269  2.016
H  -2.425  0.771  2.941
H  -4.839  -0.203  -0.566
H  -3.883  -1.218  0.481
H  -1.906  -0.295  -0.074
H  -2.522  1.360  -0.206
H  -2.431  1.172  -2.431
H  -3.636  -0.112  -2.388
H  -1.963  -1.353  -3.378
H  -1.382  -1.536  -1.755
H  -0.078  0.643  -2.147
H  -0.304  0.311  -3.888
H  1.035  -1.337  -1.736
H  0.547  -2.052  -3.297
H  1.903  -0.530  -4.544
H  2.387  0.345  -3.135
H  3.171  -2.426  -4.109
H  4.259  -1.142  -3.678
H  5.186  -1.939  -0.563
H  3.623  -2.028  0.150
H  3.364  0.379  -1.248
H  3.759  0.176  0.426
H  6.242  -0.055  -0.537
H  5.514  1.482  -0.083
H  4.674  0.898  -3.092
H  -6.321  -1.522  1.174
H  -7.461  -3.206  2.542
H  -7.224  -3.158  5.010
H  -5.882  -1.387  6.091
H  -4.737  0.324  4.712
C  5.726  5.639  -3.966
C  4.851  4.411  -4.154
O  3.585  4.689  -4.727
C  3.598  5.280  -6.013
C  4.286  4.439  -7.076
H  5.217  6.378  -3.345
H  6.661  5.358  -3.479
H  5.976  6.116  -4.914
H  4.644  3.967  -3.182
H  5.376  3.647  -4.739
H  4.039  6.282  -5.971
H  2.549  5.411  -6.278
H  5.345  4.291  -6.862
H  4.209  4.929  -8.047
H  3.818  3.455  -7.145
C  2.052  5.337  -1.679
C  1.503  3.946  -1.417
O  0.179  3.926  -0.915
C  -0.793  4.558  -1.729
C  -0.891  3.990  -3.134
H  2.028  5.944  -0.773
H  3.082  5.266  -2.029
H  1.482  5.860  -2.447
H  2.107  3.448  -0.658
H  1.576  3.338  -2.327
H  -0.616  5.639  -1.767
H  -1.739  4.414  -1.207
H  0.032  4.129  -3.699
H  -1.693  4.487  -3.682
H  -1.103  2.922  -3.101
C  -5.946  2.157  9.602
C  -6.400  1.453  8.334
O  -6.698  0.081  8.509
C  -7.732  -0.225  9.427
C  -9.078  0.380  9.070
H  -5.072  1.658  10.023
H  -5.684  3.192  9.381
H  -6.725  2.169  10.366
H  -5.596  1.478  7.599
H  -7.252  1.978  7.887
H  -7.438  0.060  10.444
H  -7.809  -1.312  9.417
H  -9.055  1.471  9.081
H  -9.834  0.058  9.787
H  -9.387  0.063  8.073
C  4.077  -7.828  -0.463
C  5.408  -7.473  0.177
O  6.303  -8.564  0.303
C  6.685  -9.197  -0.903
C  7.387  -8.281  -1.892
H  3.582  -8.621  0.100
H  3.430  -6.953  -0.480
H  4.196  -8.173  -1.491
H  5.239  -7.124  1.195
H  5.884  -6.647  -0.364
H  5.820  -9.679  -1.374
H  7.363  -9.996  -0.603
H  6.740  -7.472  -2.233
H  7.699  -8.849  -2.769
H  8.271  -7.834  -1.435

---

Computed, not measured: a molecular structure, C24H17BClCrF7NO4PS2, with ωB97M-V/def2-TZVPD.

Summary:
* E_HOMO (spin up / spin down): -6.01 / -6.01 eV
* HOMO-LUMO gap (spin up / spin down): 0.2770 / 0.2979 Eh
* total charge: -1
* energy above the lowest of the compared OMol25 structures with the same formula, charge and spin: 15.0 kcal per mole
* 2S+1: 2
* ⟨S²⟩: 0.7719

Geometry (Å):
Cr  -0.135  -1.600  -0.183
O  -1.581  -3.715  -2.438
S  -0.233  -3.320  -2.064
O  0.800  -3.919  -2.854
O  -0.045  -3.525  -0.576
O  -0.145  -1.779  -2.123
F  -3.453  -3.522  3.841
C  -2.890  -4.285  2.866
F  -1.653  -4.586  3.272
F  -3.590  -5.448  2.854
C  -2.957  -3.608  1.534
C  -3.939  -3.973  0.625
C  -4.035  -3.314  -0.583
C  -3.079  -2.362  -0.896
N  -2.133  -1.993  -0.034
C  -2.067  -2.588  1.182
S  -0.774  -1.946  2.109
H  -4.615  -4.783  0.864
H  -4.792  -3.570  -1.308
H  -3.130  -1.828  -1.830
Cl  -2.087  0.948  -2.172
C  -1.969  2.184  -0.970
C  -2.897  3.211  -0.932
C  -2.705  4.267  -0.057
C  -1.596  4.295  0.771
C  -0.687  3.248  0.753
C  -0.860  2.166  -0.105
P  0.350  0.775  -0.201
C  1.465  1.264  1.159
C  2.690  1.888  0.968
C  3.453  2.263  2.064
C  3.000  2.016  3.351
C  1.781  1.383  3.546
C  1.017  1.005  2.455
C  1.278  1.266  -1.705
C  1.198  2.549  -2.245
C  1.955  2.893  -3.354
C  2.805  1.962  -3.934
C  2.880  0.680  -3.412
C  2.111  0.327  -2.313
H  -3.749  3.192  -1.598
H  -3.419  5.080  -0.031
H  -1.431  5.135  1.433
H  0.171  3.270  1.411
H  3.066  2.063  -0.031
H  4.413  2.741  1.911
H  3.605  2.299  4.203
H  1.426  1.169  4.546
H  0.074  0.494  2.602
H  0.533  3.285  -1.812
H  1.873  3.889  -3.772
H  3.400  2.233  -4.797
H  3.530  -0.058  -3.862
H  2.148  -0.688  -1.952
F  1.915  -1.708  -0.013
B  3.189  -1.825  0.808
F  3.816  -2.977  0.411
F  2.778  -1.833  2.127
F  3.926  -0.689  0.491

---

Computed, not measured: BrI3Si in the gas phase, with ωB97M-V/def2-TZVPD.

Summary:
* E_HOMO: -9.09 eV
* HOMO-LUMO gap: 0.2554 Eh
* energy above the lowest of the compared OMol25 structures with the same formula, charge and spin: 0.0 kcal per mole
* 2S+1: 1
* SMILES: Br[Si](I)(I)I

Geometry (Å):
Br  -1.547  -1.667  0.634
Si  -0.140  -0.034  -0.313
I  1.419  -0.806  -1.977
I  -1.023  2.178  -0.738
I  1.291  0.327  2.394

---

Computed, not measured: C3H7PS in the gas phase, with ωB97M-V/def2-TZVPD.

Summary:
* E_HOMO: -9.03 eV
* HOMO-LUMO gap: 0.3660 Eh
* energy above the lowest of the compared OMol25 structures with the same formula, charge and spin: 21.8 kcal per mole
* 2S+1: 1
* SMILES: C=CC[PH2]=S

Geometry (Å):
C  -1.657  -0.985  -0.208
C  -0.376  -0.945  0.008
C  0.391  0.292  0.600
P  2.021  0.584  -0.199
S  3.460  -0.560  0.078
H  -2.387  -0.155  -0.074
H  -2.022  -1.878  -0.574
H  0.210  -1.802  -0.226
H  0.601  -0.025  1.625
H  0.060  1.335  0.733
H  2.121  1.943  -0.105
H  1.289  0.409  -1.463

---

no.,DFT total energy (eV)
1,-40372.695
2,-74263.584
3,-126457.150
4,-102224.876
5,-23347.023